No. 1
This record from OMol25 describes a structure of composition C54H39BCl5F2N7NaO4S in a non-equilibrium geometry. The level of theory is ωB97M-V with the def2-TZVPD basis set.

Properties
Max |F| = 1.46 eV Å⁻¹
Total charge = -1
Energy above the lowest of the compared OMol25 structures with the same formula, charge and spin = 412.26 kJ/mol

Last column: Löwdin charge in e.
Atoms and positions in Å:
Na (-0.03036, 0.12623, -0.21076)  0.12
Cl (0.08317, 3.42745, -1.14517)  0.58
C (1.46192, 2.66556, -1.88671)  -1.03
Cl (2.63856, 2.20516, -0.65979)  0.55
H (1.92973, 3.37259, -2.57298)  0.03
H (1.11815, 1.74480, -2.37158)  -0.02
F (-3.13103, 3.34760, 3.06391)  0.01
C (-3.01069, 2.10063, 2.50857)  -0.28
C (-2.24878, 1.91057, 1.37813)  -0.11
C (-2.06048, 0.64383, 0.82073)  -0.06
C (-2.73350, -0.42725, 1.44898)  -0.19
C (-3.55058, -0.18780, 2.55393)  -0.24
F (-4.31510, -1.18368, 3.12218)  0.00
C (-3.69428, 1.06291, 3.11599)  0.03
C (-2.56219, -1.76720, 0.88851)  -0.25
C (-2.66658, -2.93625, 1.65408)  -0.04
C (-2.48221, -4.16332, 1.05185)  -0.09
C (-2.17830, -4.20957, -0.30212)  -0.07
C (-2.09286, -3.00434, -0.97929)  -0.15
N (-2.28354, -1.82792, -0.41725)  0.13
H (-1.80179, 2.77642, 0.91138)  0.05
H (-4.32635, 1.22231, 3.97662)  0.12
H (-2.89658, -2.89068, 2.70596)  0.11
H (-2.57382, -5.07677, 1.62928)  0.10
H (-2.01237, -5.14864, -0.80876)  0.09
H (-1.85567, -2.97224, -2.03569)  0.10
C (6.80532, -0.58431, 12.52010)  -0.10
O (6.49119, -1.59720, 11.60066)  -0.09
C (5.78283, -1.27477, 10.47135)  -0.27
C (5.21774, -0.03381, 10.19654)  -0.02
C (4.53738, 0.16487, 9.00838)  -0.02
C (4.40440, -0.86595, 8.07194)  -0.16
C (4.96081, -2.11701, 8.37443)  -0.01
C (5.63616, -2.31788, 9.54900)  0.00
C (3.71113, -0.71063, 6.82491)  -0.27
N (3.45085, -1.68649, 5.97205)  0.19
C (2.77816, -1.11757, 4.94028)  -0.17
C (2.63529, 0.25531, 5.16354)  -0.14
N (3.22728, 0.49453, 6.37105)  0.18
C (2.03477, 1.13886, 4.24833)  -0.08
C (1.99920, 2.53180, 4.40333)  -0.01
C (1.41001, 3.29031, 3.42571)  -0.04
C (0.87864, 2.63262, 2.30712)  -0.15
N (0.92010, 1.33584, 2.12898)  0.15
C (1.48412, 0.56514, 3.06479)  -0.12
C (1.54938, -0.86084, 2.84930)  -0.12
N (0.96334, -1.34626, 1.74597)  0.16
C (0.99366, -2.63857, 1.53013)  -0.11
C (1.62137, -3.55649, 2.37077)  -0.03
C (2.24594, -3.08667, 3.50649)  0.00
C (2.21247, -1.71638, 3.77399)  -0.08
H (7.46288, -1.04998, 13.25552)  0.09
H (5.91330, -0.19931, 13.02887)  0.09
H (7.33215, 0.24710, 12.03828)  0.09
H (5.29614, 0.78460, 10.89958)  0.10
H (4.09224, 1.13364, 8.82847)  0.10
H (4.83439, -2.91016, 7.65695)  0.11
H (6.07393, -3.27272, 9.79491)  0.12
H (3.29296, 1.38478, 6.83156)  0.14
H (2.45254, 2.99638, 5.27054)  0.10
H (1.37002, 4.36669, 3.50055)  0.10
H (0.41140, 3.20987, 1.52416)  0.05
H (0.48453, -2.97669, 0.63808)  0.11
H (1.61484, -4.60855, 2.13171)  0.10
H (2.75276, -3.75208, 4.19016)  0.11
O (0.78416, -2.07962, -2.75824)  0.07
B (1.27103, -1.09170, -1.86645)  -0.40
O (2.41504, -1.63828, -1.23112)  0.07
C (2.60891, -2.87221, -1.73167)  -0.25
C (3.58637, -3.80545, -1.44889)  -0.01
C (3.55540, -5.00646, -2.14684)  -0.12
C (2.58144, -5.26040, -3.09995)  -0.12
C (1.58491, -4.33349, -3.37363)  -0.02
C (1.60804, -3.14182, -2.67933)  -0.25
H (4.34762, -3.60975, -0.70989)  0.11
H (4.31544, -5.75056, -1.95398)  0.09
H (2.59438, -6.19338, -3.64559)  0.09
H (0.81300, -4.53375, -4.10031)  0.11
Cl (-6.15676, -3.24125, 0.99035)  0.71
C (-5.94149, -2.37481, -0.48028)  -0.66
C (-5.46425, -1.07448, -0.45599)  -0.07
C (-5.25098, -0.40901, -1.64773)  0.01
C (-5.52455, -1.01084, -2.86875)  -0.19
C (-5.20077, -0.30203, -4.16474)  -0.29
C (-3.75795, -0.69173, -4.61523)  -0.05
N (-2.79817, 0.30321, -4.24843)  -0.08
C (-2.38157, 1.33617, -5.03885)  -0.09
C (-1.50779, 2.05832, -4.28297)  -0.15
N (-1.38584, 1.49206, -3.05169)  0.06
C (-2.17799, 0.45431, -3.05444)  -0.14
O (-5.23463, 1.10139, -4.04601)  -0.10
C (-6.50311, 1.69353, -4.23484)  -0.15
C (-6.97832, 1.59202, -5.65642)  -0.32
C (-6.47309, 2.35809, -6.67690)  -0.96
Cl (-5.28326, 3.57834, -6.54308)  0.68
S (-7.18953, 1.97813, -8.21490)  0.98
C (-8.16415, 0.76092, -7.46945)  -0.41
C (-7.94227, 0.67318, -6.13014)  -0.15
C (-6.02588, -2.30921, -2.86007)  -0.60
Cl (-6.38450, -3.12326, -4.34755)  0.71
C (-6.24012, -2.99925, -1.68124)  -0.13
H (-5.22890, -0.59681, 0.48051)  0.10
H (-4.84371, 0.58972, -1.64306)  0.13
H (-5.90659, -0.63019, -4.94165)  0.11
H (-3.74179, -0.80358, -5.70262)  0.13
H (-3.48054, -1.64235, -4.15278)  0.13
H (-2.73895, 1.45782, -6.04083)  0.10
H (-0.96488, 2.94728, -4.54249)  0.09
H (-2.32532, -0.20104, -2.22054)  0.10
H (-6.35379, 2.74279, -3.96532)  0.13
H (-7.24828, 1.24943, -3.56028)  0.14
H (-8.84153, 0.19143, -8.07200)  0.06
H (-8.45391, -0.02463, -5.49034)  0.12
H (-6.62667, -4.00582, -1.69634)  0.10

No. 2
This record from OMol25 describes a structure of composition C54H40AsClN7O3S2Ti in a non-equilibrium geometry. The level of theory is ωB97M-V with the def2-TZVPD basis set.

Properties
Max |F| = 1.40 eV Å⁻¹
Total charge = 0
2S+1 = 2
Energy above the lowest of the compared OMol25 structures with the same formula, charge and spin = 0.00 kJ/mol

Last column: Löwdin charge in e.
Atoms and positions in Å:
Ti (-1.40974, -0.49823, -0.35045)  1.15
Cl (-5.76026, 3.07894, 4.21015)  0.67
C (-4.95478, 2.21075, 2.93522)  -0.66
C (-5.55003, 2.13320, 1.67586)  -0.08
C (-4.92298, 1.45003, 0.65820)  0.02
C (-3.68425, 0.83703, 0.87587)  -0.34
O (-3.07384, 0.21085, -0.10831)  -0.18
C (-3.10160, 0.89742, 2.15444)  -0.17
C (-1.90691, 0.15069, 2.48484)  -0.17
N (-1.40281, -0.78740, 1.71858)  -0.03
C (-0.64814, -1.82147, 2.29874)  -0.20
C (-0.57942, -2.07227, 3.64919)  0.00
C (0.24639, -3.09238, 4.15526)  -0.07
C (0.98073, -3.87741, 3.31373)  -0.03
C (0.87742, -3.69536, 1.91634)  -0.15
C (1.58787, -4.49437, 0.98878)  0.01
C (1.43346, -4.26632, -0.34189)  -0.01
C (0.55051, -3.24983, -0.76370)  -0.09
N (-0.12320, -2.49177, 0.06251)  0.08
C (0.04262, -2.68426, 1.40301)  -0.16
C (-3.74782, 1.60437, 3.17583)  -0.05
H (-6.50428, 2.61281, 1.50542)  0.11
H (-5.36396, 1.37855, -0.32669)  0.13
H (-1.60148, 0.21326, 3.52111)  0.09
H (-1.16227, -1.48660, 4.34531)  0.11
H (0.29095, -3.24969, 5.22482)  0.11
H (1.63236, -4.65276, 3.69625)  0.12
H (2.24296, -5.27513, 1.35567)  0.12
H (1.96335, -4.84454, -1.08542)  0.11
H (0.40143, -3.08361, -1.82172)  0.10
H (-3.28853, 1.66774, 4.15342)  0.13
C (-4.23105, -3.58568, 1.29746)  -0.07
C (-4.10990, -4.73070, 0.48822)  -0.08
C (-3.40083, -4.63546, -0.66776)  -0.02
C (-2.76668, -3.41366, -1.03848)  -0.34
N (-2.81954, -2.33903, -0.20803)  0.05
C (-3.58231, -2.45008, 0.90232)  -0.13
N (-2.13913, -3.41601, -2.21659)  0.14
C (-1.54433, -2.36628, -2.75059)  -0.32
N (-1.42339, -1.05028, -2.26824)  0.04
C (-0.66173, -0.32959, -3.20260)  -0.31
N (-0.42806, 0.95772, -3.29345)  0.15
C (-0.90585, 1.89450, -2.44705)  -0.34
C (-0.96424, 3.21740, -2.94888)  -0.02
C (-1.35893, 4.24752, -2.14565)  -0.06
C (-1.71063, 3.97026, -0.81919)  -0.05
C (-1.66460, 2.66841, -0.40079)  -0.13
N (-1.27049, 1.63574, -1.17506)  0.06
C (-0.22591, -1.23020, -4.23433)  -0.14
C (0.60553, -1.03675, -5.34111)  -0.03
C (0.85974, -2.11879, -6.15296)  -0.10
C (0.28323, -3.38243, -5.88299)  -0.09
C (-0.54688, -3.57458, -4.80352)  -0.02
C (-0.79672, -2.47866, -3.96426)  -0.14
H (-4.81632, -3.58436, 2.20546)  0.10
H (-4.58641, -5.66085, 0.77104)  0.10
H (-3.29239, -5.46306, -1.35389)  0.11
H (-3.68412, -1.55849, 1.50123)  0.10
H (-0.68016, 3.36414, -3.98090)  0.11
H (-1.39302, 5.26083, -2.52589)  0.11
H (-2.00211, 4.74607, -0.12590)  0.11
H (-1.91278, 2.43802, 0.62298)  0.07
H (1.02983, -0.06137, -5.54283)  0.11
H (1.50792, -2.00720, -7.01308)  0.10
H (0.49594, -4.20995, -6.54832)  0.10
H (-1.00445, -4.53408, -4.60133)  0.11
C (-2.18285, 5.03579, 3.73148)  -0.11
O (-1.68557, 3.78726, 3.24601)  -0.27
C (-0.36283, 3.64146, 3.04649)  -1.29
S (0.71109, 4.87741, 3.30617)  0.60
S (0.04596, 2.04985, 2.55334)  0.73
H (-3.24144, 4.86830, 3.91594)  0.07
H (-2.04027, 5.81988, 2.98795)  0.08
H (-1.66791, 5.32614, 4.64564)  0.07
O (0.46629, -0.04691, -0.15503)  -0.52
As (1.95926, 0.73242, -0.02572)  1.31
C (2.81416, 0.61584, 1.68345)  -0.35
C (2.45448, -0.38036, 2.57895)  -0.10
C (3.10544, -0.47292, 3.79760)  -0.06
C (4.11287, 0.42697, 4.11681)  -0.07
C (4.48104, 1.41040, 3.21087)  -0.06
C (3.83554, 1.50798, 1.98708)  -0.10
C (2.08716, 2.50452, -0.73550)  -0.29
C (2.28809, 2.63115, -2.10830)  -0.09
C (2.49557, 3.89101, -2.64505)  -0.07
C (2.50640, 5.00630, -1.81800)  -0.07
C (2.30025, 4.87057, -0.45247)  -0.06
C (2.09133, 3.61492, 0.09769)  -0.12
C (3.11733, -0.32169, -1.14847)  -0.28
C (4.49636, -0.28843, -0.96266)  -0.08
C (5.31717, -1.04299, -1.78567)  -0.07
C (4.76605, -1.83304, -2.78669)  -0.07
C (3.39196, -1.86731, -2.96996)  -0.06
C (2.56833, -1.10767, -2.14981)  -0.09
H (1.66078, -1.06978, 2.33370)  0.08
H (2.81622, -1.24373, 4.50014)  0.10
H (4.60941, 0.36555, 5.07635)  0.11
H (5.26473, 2.11382, 3.45889)  0.11
H (4.11250, 2.29084, 1.29215)  0.11
H (2.27224, 1.76044, -2.75269)  0.10
H (2.64386, 4.00039, -3.71150)  0.11
H (2.67578, 5.98780, -2.24292)  0.11
H (2.29238, 5.73634, 0.19670)  0.11
H (1.91099, 3.51605, 1.15989)  0.03
H (4.93297, 0.31175, -0.17431)  0.10
H (6.38960, -1.01772, -1.64235)  0.11
H (5.41231, -2.42077, -3.42599)  0.11
H (2.95357, -2.47307, -3.75252)  0.11
H (1.49843, -1.12009, -2.29302)  0.07